No. 1
Below is a 3-piece molecular cluster, C5H16NO3S overall, with properties calculated with ωB97M-V/def2-TZVPD.

Summary:
E_LUMO	2.843	eV
charge	-1
HOMO energy	-2.5518	eV

Geometry (Å):
C1 1.195015 1.516650 -1.336563
C2 0.079304 2.095756 -0.489938
O1 0.546385 2.968216 0.511769
C3 2.042392 0.380464 -0.714214
N1 1.304538 -0.408337 0.238593
C4 0.629173 -1.666604 -0.286498
C5 -0.399979 -1.450800 -1.389065
S1 -1.342469 -3.029488 -1.458188
H1 0.879117 1.177061 -2.317391
H2 1.939306 2.356057 -1.453399
H3 -0.659256 2.644233 -1.110651
H4 -0.332068 1.196603 0.010915
H5 0.934558 3.726292 0.068833
H6 2.415014 -0.216303 -1.583971
H7 3.000010 0.665577 -0.268693
H8 1.961199 -0.654139 0.968403
H9 0.231649 -2.168214 0.590593
H10 1.444863 -2.322951 -0.637718
H11 -0.910492 -0.535547 -1.085463
H12 0.026899 -1.248846 -2.355525
H13 -0.149839 0.165636 2.169350
H14 -1.349810 -0.104462 2.851351
O2 -0.411575 -0.270291 3.009922
H15 -1.675799 2.027389 1.291626
H16 -1.385833 1.976313 2.757652
O3 -2.099566 2.130002 2.149114

Forces on atoms 1 to 3 (eV/Å):
1.918 1.276 0.107
-0.330 -0.916 -0.519
0.231 0.158 0.591


No. 2
Below is a 12-piece molecular cluster, C23H67O14 overall, with properties calculated with ωB97M-V/def2-TZVPD.

Summary:
E_LUMO	2.376	eV
charge	-1
HOMO energy	-6.9056	eV

Geometry (Å):
O1 -0.119880 -0.454582 1.080190
C1 0.024959 0.417816 0.018580
O2 0.206931 -0.090284 -1.097205
O3 -0.077476 1.634766 0.306857
H1 -0.289477 0.149394 1.817688
C2 1.941077 -0.033345 -4.693571
C3 2.081595 1.118690 -3.713213
O4 0.831730 1.553481 -3.210046
H2 1.452335 -0.879364 -4.206978
H3 2.914969 -0.330309 -5.089730
H4 1.327825 0.285869 -5.540149
H5 2.556294 1.984013 -4.196646
H6 2.789823 0.877481 -2.908710
H7 0.592916 0.962473 -2.471796
C4 1.888487 5.920045 -0.360185
C5 1.261445 4.612463 0.083063
O5 1.952870 3.532990 -0.493846
H8 1.352881 6.750805 0.104216
H9 1.816098 6.046751 -1.441623
H10 2.937572 5.949767 -0.062797
H11 0.199135 4.602675 -0.201261
H12 1.292035 4.565322 1.182603
H13 1.349355 2.775604 -0.497293
C6 -2.960561 -1.492184 -4.699555
C7 -1.882444 -0.729631 -3.953798
O6 -1.196557 -1.590056 -3.058728
H14 -2.613042 -2.477250 -5.028042
H15 -3.247306 -0.938999 -5.596780
H16 -3.840395 -1.696251 -4.085808
H17 -2.368390 0.081312 -3.392935
H18 -1.204920 -0.259815 -4.677477
H19 -0.813191 -1.020679 -2.375838
C8 -1.877219 -1.597092 3.107865
C9 -3.267093 -1.377870 3.629765
O7 -4.182561 -1.964878 2.696872
H20 -1.688610 -1.231860 2.101918
H21 -1.664909 -2.674250 3.121236
H22 -1.142278 -1.225191 3.829916
H23 -3.496369 -0.316430 3.768954
H24 -3.360616 -1.879630 4.599464
H25 -5.078092 -1.812022 3.009903
C10 -3.457098 3.010963 -3.002046
C11 -2.133229 3.156787 -2.290700
O8 -2.324245 2.930910 -0.883816
H26 -3.706897 1.975109 -3.235351
H27 -3.394648 3.519908 -3.972049
H28 -4.267708 3.475840 -2.441103
H29 -1.751844 4.178316 -2.399013
H30 -1.397509 2.462681 -2.702774
H31 -1.497275 2.578690 -0.530248
C12 3.469048 0.894585 1.410504
C13 4.243345 0.868365 0.110948
O9 4.709667 -0.455224 -0.185788
H32 3.967857 0.334337 2.199059
H33 2.470090 0.479813 1.254182
H34 3.310638 1.921063 1.756484
H35 5.145799 1.482627 0.179197
H36 3.647984 1.245409 -0.724422
H37 4.005988 -0.900700 -0.692996
C14 3.474713 -3.452659 -2.660086
C15 2.244236 -2.894084 -2.019486
O10 2.552061 -1.591487 -1.496926
H38 3.250897 -4.415673 -3.127632
H39 4.294965 -3.607327 -1.955508
H40 3.851780 -2.790546 -3.443683
H41 1.878354 -3.508182 -1.192552
H42 1.429871 -2.829541 -2.748964
H43 1.721463 -1.134075 -1.285261
C16 -3.562851 0.026186 -0.542132
C17 -4.183314 -1.358088 -0.651183
O11 -3.378793 -2.372558 -0.089920
H44 -2.576552 0.043933 -1.012968
H45 -3.432403 0.297322 0.507244
H46 -4.168022 0.767160 -1.064030
H47 -4.364242 -1.603155 -1.700659
H48 -5.174071 -1.337541 -0.169318
H49 -3.457405 -2.319288 0.868615
C18 -1.341991 3.541745 3.005119
C19 -0.428856 2.443355 3.546366
O12 0.809493 2.394973 2.874277
H50 -1.583878 3.324779 1.961755
H51 -0.887198 4.532479 3.048842
H52 -2.281189 3.588814 3.565725
H53 -0.966364 1.490547 3.416833
H54 -0.200105 2.613279 4.597323
H55 0.617929 2.433087 1.921365
C20 0.034363 -5.174384 1.875607
C21 0.374577 -3.704668 1.785800
O13 0.043026 -3.220156 0.491052
H56 0.400337 -5.739389 1.019838
H57 -1.033391 -5.345569 2.033076
H58 0.485675 -5.627978 2.769624
H59 1.441224 -3.556338 2.008655
H60 -0.197491 -3.143628 2.534216
H61 -0.112529 -2.272226 0.606597
C22 1.595902 -0.921584 4.042688
C23 2.575030 -1.955581 4.487891
O14 1.830394 -3.065043 5.057496
H62 2.120096 -0.052857 3.629423
H63 1.006553 -0.499802 4.858202
H64 0.975162 -1.271121 3.221567
H65 3.266400 -1.568254 5.243484
H66 3.157882 -2.321208 3.636481
H67 2.459318 -3.752939 5.289984

Forces on atoms 1 to 3 (eV/Å):
0.314 0.769 -0.545
-0.336 0.459 0.118
0.176 -0.319 0.056


No. 3
Below is a single CH4IP molecule, with properties calculated with ωB97M-V/def2-TZVPD.

Summary:
E_LUMO	0.203	eV
charge	0
HOMO energy	-9.4372	eV

Geometry (Å):
P1 0.744691 -1.065650 -0.154097
C1 -0.261147 0.443024 -0.214035
I1 -2.366388 0.131161 0.135601
H1 1.901037 -0.459602 0.063062
H2 0.299846 -1.315425 1.262243
H3 0.149158 1.326389 0.264681
H4 -0.467199 0.940101 -1.357455

Forces on atoms 1 to 3 (eV/Å):
-2.912 -1.840 0.779
-1.423 2.687 -4.233
0.433 -0.049 0.466


No. 4
Below is C52H72BrHfN6O4S2 as an isolated structure, with properties calculated with ωB97M-V/def2-TZVPD.

Summary:
E_LUMO	2.050	eV
charge	-1
HOMO energy	-4.2871	eV

Geometry (Å):
Hf1 -0.360004 -1.837293 0.640951
C1 -4.110110 -2.975285 0.140892
N1 -3.461213 -2.325207 1.271215
C2 -3.876855 -3.025713 2.480269
C3 -3.806039 -0.923664 1.388288
C4 -3.506396 -0.115713 0.148686
N2 -2.083551 -0.052798 -0.276626
C5 -1.596230 1.321086 -0.011124
C6 -1.650213 1.686915 1.437818
C7 -2.484638 2.689803 1.900029
C8 -2.509535 3.020620 3.247280
C9 -1.612717 2.345088 4.067826
C10 -0.724578 1.353572 3.653007
C11 -0.804097 0.955668 2.294332
O1 -0.126069 -0.034031 1.737496
C12 0.230321 0.809183 4.729444
C13 1.428090 0.037239 4.175924
C14 -0.549825 -0.103750 5.685168
C15 0.805305 1.991706 5.537186
C16 -3.440118 4.076044 3.840015
C17 -4.380464 4.666279 2.788415
C18 -4.299041 3.442503 4.943271
C19 -2.610706 5.219547 4.439929
C20 -2.045257 -0.263723 -1.753923
C21 -0.761073 0.076962 -2.464439
C22 -0.817341 0.985148 -3.506861
C23 0.281795 1.256599 -4.316159
C24 1.422193 0.504925 -4.082109
C25 1.538055 -0.438354 -3.058562
C26 0.459078 -0.567782 -2.161540
O2 0.593872 -1.217664 -1.016508
C27 2.826438 -1.277452 -3.017978
C28 3.999097 -0.415272 -2.534705
C29 3.129241 -1.766686 -4.448289
C30 2.754820 -2.505506 -2.108918
C31 0.177290 2.307637 -5.418174
C32 1.486928 2.470061 -6.191105
C33 -0.178761 3.663715 -4.793282
C34 -0.920351 1.904337 -6.412708
H1 -5.209357 -2.919750 0.229828
H2 -3.804085 -4.018416 0.106089
H3 -3.815271 -2.517381 -0.799893
H4 -4.977915 -3.049544 2.547816
H5 -3.479912 -2.534695 3.363428
H6 -3.495649 -4.044653 2.459882
H7 -3.257105 -0.511091 2.241326
H8 -4.884363 -0.781764 1.599867
H9 -3.855909 0.898174 0.367768
H10 -4.103220 -0.469165 -0.693612
H11 -2.198666 2.024727 -0.603839
H12 -0.568350 1.378041 -0.376730
H13 -3.115271 3.203991 1.184153
H14 -1.593616 2.614404 5.116573
H15 1.129813 -0.859086 3.644720
H16 2.077174 -0.251323 5.006264
H17 2.009466 0.663769 3.496404
H18 -0.902162 -0.990152 5.158027
H19 -1.412277 0.418875 6.107175
H20 0.096608 -0.420810 6.508236
H21 1.151047 2.788953 4.875397
H22 1.654371 1.645981 6.129907
H23 0.078748 2.418344 6.230482
H24 -4.976676 3.890014 2.305916
H25 -3.830465 5.207227 2.016188
H26 -5.066437 5.369746 3.265039
H27 -4.914373 2.639624 4.533256
H28 -4.958384 4.190167 5.391516
H29 -3.682108 3.016460 5.734607
H30 -1.990571 5.684807 3.671557
H31 -1.950362 4.857874 5.228681
H32 -3.263885 5.984884 4.867480
H33 -2.833242 0.349486 -2.214983
H34 -2.283804 -1.310466 -1.924711
H35 -1.763670 1.483270 -3.694824
H36 2.275960 0.640598 -4.730568
H37 4.098810 0.503501 -3.118048
H38 4.935256 -0.974969 -2.611696
H39 3.856297 -0.150752 -1.484340
H40 3.490007 -0.962339 -5.091690
H41 2.238582 -2.190750 -4.910088
H42 3.904367 -2.535078 -4.417652
H43 2.744541 -2.243432 -1.055334
H44 3.632285 -3.131533 -2.292449
H45 1.863991 -3.100660 -2.296027
H46 2.308161 2.747872 -5.527809
H47 1.374456 3.259358 -6.937566
H48 1.761178 1.552159 -6.713800
H49 0.611713 3.990010 -4.114389
H50 -1.106288 3.606746 -4.222510
H51 -0.302691 4.423644 -5.569374
H52 -0.720567 0.912966 -6.823243
H53 -0.970715 2.619066 -7.238268
H54 -1.899700 1.875914 -5.932868
S1 1.104294 -3.905874 0.669554
C35 1.543261 -4.125405 2.354278
C36 2.691723 -4.849769 2.680964
C37 3.054028 -5.070319 3.998126
C38 2.267092 -4.559033 5.024531
C39 1.128302 -3.834723 4.715834
C40 0.751375 -3.612203 3.389677
S2 -0.713081 -2.703133 3.044370
H55 3.305781 -5.227898 1.873348
H56 3.951732 -5.632912 4.224047
H57 2.540619 -4.722013 6.060267
H58 0.509222 -3.424004 5.504508
C41 5.947650 1.619841 -0.748346
C42 4.837119 2.522805 -0.223810
C43 3.710269 2.714829 -1.236400
C44 4.295397 2.034552 1.119300
N3 3.702455 0.711298 1.071461
C45 2.433848 0.362165 0.860375
N4 2.317093 -0.927261 1.047368
N5 3.545535 -1.368622 1.370115
N6 4.384872 -0.399646 1.401081
H59 6.313231 1.985435 -1.708658
H60 5.596851 0.596845 -0.889454
H61 6.786735 1.587416 -0.051626
H62 5.270235 3.506057 -0.006548
H63 3.175520 1.782572 -1.432004
H64 4.103963 3.067270 -2.190530
H65 2.985192 3.449867 -0.880339
H66 3.517835 2.714411 1.473009
H67 5.082297 1.995431 1.872049
H68 1.638833 1.042897 0.620750
Br1 -0.924559 -3.025062 -7.650527
C46 -1.207416 -3.366472 -5.800097
C47 -0.326649 -4.188151 -5.119700
C48 -0.517311 -4.405248 -3.763285
C49 -1.575842 -3.809560 -3.091342
C50 -2.465210 -3.015106 -3.805476
C51 -2.286836 -2.783354 -5.161320
C52 -1.757206 -4.033449 -1.603681
O3 -2.223382 -5.091141 -1.221984
O4 -1.402088 -3.032398 -0.878687
H69 0.503554 -4.645468 -5.639859
H70 0.166863 -5.048073 -3.224692
H71 -3.312603 -2.564263 -3.301440
H72 -2.973648 -2.154730 -5.710900

Forces on atoms 1 to 3 (eV/Å):
-0.455 -0.416 -0.138
-0.115 0.012 -0.015
0.128 0.014 -0.032


No. 5
Below is an isolated ion of composition C5H6NO and charge +1, with properties calculated with ωB97M-V/def2-TZVPD.

Summary:
E_LUMO (spin up / spin down)	-6.312 / -6.312	eV
charge	+1
HOMO energy (spin up / spin down)	-14.2050 / -14.2038	eV

Geometry (Å):
C1 -0.550037 0.238373 0.311771
C2 -1.701450 1.064773 0.310678
C3 1.446340 -1.347356 -0.535369
C4 1.853554 -0.803486 0.758375
C5 0.508717 -0.396532 0.183673
N1 -2.630619 1.708988 -0.966270
O1 -2.284608 1.554174 -2.046948
H1 -2.522867 0.641136 0.891050
H2 -1.439803 2.056466 0.698368
H3 1.861039 -0.946111 -1.451053
H4 1.086808 -2.365413 -0.603788
H5 1.805027 -1.414979 1.649243
H6 2.567900 0.009968 0.800270

Forces on atoms 1 to 3 (eV/Å):
-0.243 0.425 -1.009
0.204 -0.216 1.294
0.254 -0.221 -0.213